(1)
C36H69BCdN6OS3Si4Te as an isolated structure. Source: the Open Molecules 2025 dataset; level of theory: the ωB97M-V functional and the def2-TZVPD basis.

Geometry as XYZ:
```
122
C36H69BCdN6OS3Si4Te | the Open Molecules 2025 dataset | the ωB97M-V functional and the def2-TZVPD basis
Cd -0.68 -0.08 -0.06
C -2.51 2.92 1.26
C -3.62 2.18 0.88
C -3.82 1.87 -0.46
C -2.91 2.30 -1.42
C -1.81 3.06 -1.04
C -1.61 3.37 0.30
H -2.34 3.15 2.30
H -4.32 1.83 1.62
H -4.68 1.29 -0.76
H -3.08 2.07 -2.46
H -1.12 3.42 -1.79
H -0.76 3.96 0.59
C -4.07 -0.69 -3.40
C -3.96 -2.17 -3.74
C -5.34 -2.69 -4.13
C -2.96 -2.33 -4.89
N -3.46 -3.02 -2.61
C -3.30 -4.38 -2.82
C -2.73 -4.89 -1.72
N -2.53 -3.86 -0.83
B -1.80 -4.09 0.51
N -2.61 -3.43 1.67
C -3.84 -4.00 1.94
C -4.48 -3.22 2.82
N -3.65 -2.15 3.10
C -2.50 -2.29 2.38
S -1.14 -1.25 2.39
C -4.14 -1.08 4.03
C -4.38 -1.72 5.39
C -5.45 -0.54 3.43
C -3.18 0.09 4.21
N -0.31 -3.69 0.46
C 0.47 -3.96 1.57
C 1.76 -3.81 1.22
N 1.78 -3.45 -0.12
C 0.50 -3.40 -0.58
S -0.03 -3.01 -2.17
C 3.11 -3.37 -0.82
C 3.77 -4.74 -0.70
C 3.02 -3.00 -2.29
C 3.93 -2.30 -0.11
C -2.98 -2.72 -1.38
S -3.04 -1.20 -0.57
H -4.45 -0.19 -4.30
H -3.11 -0.26 -3.13
H -4.76 -0.51 -2.58
H -5.74 -2.07 -4.93
H -6.02 -2.64 -3.28
H -5.31 -3.72 -4.49
H -3.23 -1.65 -5.70
H -2.94 -3.34 -5.28
H -1.95 -2.08 -4.55
H -3.60 -4.87 -3.73
H -2.42 -5.90 -1.49
H -1.84 -5.29 0.71
H -4.15 -4.92 1.48
H -5.45 -3.34 3.27
H -5.11 -2.53 5.34
H -4.75 -0.97 6.09
H -3.45 -2.13 5.78
H -6.25 -1.28 3.44
H -5.29 -0.22 2.40
H -5.78 0.32 4.02
H -2.23 -0.21 4.64
H -3.67 0.80 4.88
H -2.97 0.60 3.27
H 0.04 -4.22 2.52
H 2.64 -3.90 1.81
H 3.10 -5.52 -1.07
H 4.04 -4.98 0.33
H 4.68 -4.76 -1.29
H 2.43 -3.70 -2.87
H 4.05 -3.01 -2.68
H 2.61 -2.00 -2.44
H 4.08 -2.52 0.95
H 3.44 -1.33 -0.19
H 4.92 -2.24 -0.58
O 0.01 0.18 -2.53
H -0.21 0.60 -3.37
H -0.14 -0.78 -2.63
C 1.35 4.72 2.79
Si 2.23 4.85 1.14
C 3.75 5.93 1.41
C 1.17 5.77 -0.12
Si 2.87 2.72 0.38
Te 1.36 0.93 1.34
Si 3.24 2.85 -1.91
C 4.50 4.23 -2.13
C 1.68 3.35 -2.83
C 3.92 1.31 -2.73
Si 4.83 2.16 1.56
C 6.28 3.30 1.20
C 4.45 2.24 3.40
C 5.38 0.42 1.14
H 0.88 5.67 3.05
H 2.07 4.46 3.57
H 0.58 3.93 2.80
H 3.45 6.97 1.54
H 4.44 5.88 0.57
H 4.29 5.62 2.31
H 0.64 6.60 0.36
H 0.42 5.14 -0.60
H 1.80 6.18 -0.90
H 4.11 5.20 -1.81
H 4.81 4.31 -3.17
H 5.40 4.03 -1.53
H 1.37 4.37 -2.58
H 0.87 2.68 -2.56
H 1.84 3.29 -3.91
H 4.71 0.84 -2.13
H 4.36 1.59 -3.69
H 3.14 0.57 -2.90
H 6.04 4.36 1.35
H 6.64 3.18 0.18
H 7.11 3.04 1.87
H 4.17 3.24 3.71
H 5.33 1.93 3.98
H 3.63 1.56 3.65
H 5.49 0.28 0.07
H 4.65 -0.30 1.51
H 6.35 0.21 1.61
```

## Properties
- multiplicity = 1

(2)
A 2-piece molecular cluster, C3H10INP overall. Source: the Open Molecules 2025 dataset; level of theory: the ωB97M-V functional and the def2-TZVPD basis.

Geometry as XYZ:
```
16
C3H10INP | the Open Molecules 2025 dataset | the ωB97M-V functional and the def2-TZVPD basis
C -0.11 -1.48 0.16
C 0.70 0.28 -1.30
C -0.43 0.85 0.78
N 0.44 -0.10 0.10
P -2.03 1.31 -0.01
I -3.48 -0.30 1.12
H -0.99 -1.55 -0.48
H 0.63 -2.19 -0.18
H -0.40 -1.73 1.18
H -0.24 0.41 -1.83
H 1.26 1.21 -1.34
H 1.28 -0.51 -1.80
H 0.54 2.55 0.64
H -0.40 0.76 1.86
H 1.33 -0.12 0.60
H -2.26 2.33 0.92
```

## Properties
- net charge = +1
- multiplicity = 1

(3)
One molecule with the formula C7H6. Source: the Open Molecules 2025 dataset; level of theory: the ωB97M-V functional and the def2-TZVPD basis.

Geometry as XYZ:
```
13
C7H6 | the Open Molecules 2025 dataset | the ωB97M-V functional and the def2-TZVPD basis
C -1.18 1.14 -0.03
C -2.27 0.23 0.24
C 0.04 0.61 -0.09
C 0.97 -0.46 -0.01
C -2.74 -0.84 -0.38
C 1.21 -1.78 0.03
C 1.52 0.92 -0.25
H -1.52 2.07 -0.45
H -2.87 0.62 1.12
H 0.49 -2.55 0.27
H 2.30 -2.14 0.14
H 1.96 0.95 -1.18
H 2.09 1.22 0.58
```

## Properties
- multiplicity = 1

| no. | highest occupied orbital energy (eV) | frontier orbital gap (eV) |
| --- | --- | --- |
| 1 | -6.9 | 7.2 |
| 2 | -13.0 | 7.9 |
| 3 | -9.1 | 8.6 |